Entry A
Below is 2 unconnected molecules or ions with the total composition C3H13N2O, with properties calculated with ωB97M-V with the def2-TZVPD basis set.

```
19
Properties=species:S:1:pos:R:3
N -0.681 -0.303 -1.055
C 0.832 -0.227 -0.813
C 1.061 1.161 -0.158
N -0.065 1.837 0.432
C -0.504 1.280 1.732
H -1.041 0.331 -0.318
H -1.064 0.055 -1.929
H -1.086 -1.229 -0.904
H 1.124 -1.033 -0.152
H 1.227 -0.564 -1.781
H 1.814 1.108 0.632
H 1.527 1.824 -0.875
H 0.126 2.797 0.704
H -1.587 1.414 1.831
H -0.111 1.674 2.682
H -0.369 0.197 1.645
H -1.138 -3.671 -0.344
H 0.391 -3.550 -0.617
O -0.458 -3.104 -0.712
```

Calculated values
multiplicity = 1
M = 93.1 g/mol
frontier orbital gap = 0.3830 hartree
charge = +1


Entry B
Below is 2 unconnected molecules or ions with the total composition C3H13N2O, with properties calculated with ωB97M-V with the def2-TZVPD basis set.

```
19
Properties=species:S:1:pos:R:3
N -0.755 1.564 -0.607
C 0.576 1.319 0.234
C 0.326 0.212 1.274
N -0.329 -0.984 0.740
C 0.430 -2.213 1.067
H -1.307 0.711 -0.556
H -1.317 2.376 -0.293
H -0.294 1.719 -1.511
H 1.273 0.926 -0.497
H 0.974 2.281 0.522
H 1.288 -0.113 1.673
H -0.229 0.631 2.117
H -1.314 -0.872 0.944
H -0.058 -3.171 0.788
H 0.820 -2.230 2.069
H 1.340 -2.004 0.462
H -1.140 0.037 -3.221
H 0.303 -0.199 -2.777
O -0.588 0.009 -2.429
```

Calculated values
multiplicity = 1
M = 93.1 g/mol
frontier orbital gap = 0.3507 hartree
charge = +1


Of them, entry A has the highest stability.


Entry A
Below is 9 unconnected molecules or ions with the total composition C12H42O9, with properties calculated with ωB97M-V with the def2-TZVPD basis set.

```
63
Properties=species:S:1:pos:R:3
C -1.005 0.978 -3.402
C -2.279 1.718 -3.224
C -2.429 2.259 -1.847
O -2.381 2.703 -4.183
H -0.725 0.803 -4.441
H -0.955 0.074 -2.796
H -0.238 1.647 -3.012
H -3.052 1.013 -3.529
H -2.401 1.501 -1.064
H -3.342 2.835 -1.695
H -1.601 2.913 -1.571
H -3.298 2.945 -4.331
C -1.107 -2.466 4.555
C 0.395 -2.764 4.304
C 0.721 -3.146 2.837
O 1.187 -1.663 4.840
H -1.621 -3.321 4.116
H -1.409 -1.566 4.019
H -1.376 -2.398 5.610
H 0.726 -3.593 4.929
H 0.325 -4.142 2.635
H 1.779 -3.319 2.642
H 0.201 -2.475 2.154
H 2.086 -1.862 4.568
C -0.756 -4.724 -3.426
C -1.380 -3.659 -2.456
C -2.319 -2.699 -3.129
O -2.222 -4.417 -1.547
H -0.124 -5.402 -2.852
H -0.168 -4.197 -4.178
H -1.395 -5.357 -4.040
H -0.570 -3.213 -1.880
H -2.861 -2.050 -2.442
H -3.009 -3.240 -3.777
H -1.876 -1.997 -3.835
H -2.713 -5.062 -2.061
C 1.650 -0.121 -0.810
C 1.289 1.128 -0.053
C 0.322 0.837 1.138
O 2.527 1.805 0.301
H 2.287 -0.752 -0.191
H 2.073 -0.038 -1.811
H 0.745 -0.669 -1.074
H 0.813 1.840 -0.727
H 0.470 1.665 1.831
H 0.626 -0.097 1.610
H -0.692 0.767 0.744
H 2.890 2.172 -0.509
O 0.668 4.560 2.575
H -0.006 5.200 2.345
H 1.207 4.485 1.788
O 3.398 2.970 -1.904
H 2.791 3.671 -2.143
H 4.154 3.101 -2.477
O -1.656 2.941 4.670
H -1.379 2.940 3.754
H -1.004 2.403 5.119
O 3.150 0.675 2.681
H 3.047 0.958 1.772
H 2.860 1.425 3.200
O 2.666 4.715 0.564
H 2.735 3.797 0.301
H 3.556 4.960 0.817
```

Calculated values
multiplicity = 1
M = 330.5 g/mol
frontier orbital gap = 0.3555 hartree


Entry B
Below is 9 unconnected molecules or ions with the total composition C12H42O9, with properties calculated with ωB97M-V with the def2-TZVPD basis set.

```
63
Properties=species:S:1:pos:R:3
C 0.763 -26.217 -4.742
C 0.182 -24.799 -4.466
C -0.433 -24.615 -3.049
O 1.271 -23.852 -4.771
H 1.222 -26.580 -3.822
H 1.530 -26.240 -5.516
H 0.011 -26.968 -4.985
H -0.616 -24.608 -5.184
H -0.984 -23.681 -3.161
H 0.247 -24.273 -2.269
H -1.089 -25.424 -2.729
H 0.960 -22.959 -4.609
C -3.507 -27.233 -8.127
C -2.702 -26.388 -9.073
C -2.414 -27.180 -10.364
O -3.489 -25.215 -9.360
H -2.917 -28.130 -7.937
H -4.458 -27.549 -8.558
H -3.569 -26.694 -7.182
H -1.761 -26.034 -8.652
H -2.118 -26.429 -11.097
H -3.288 -27.714 -10.737
H -1.633 -27.923 -10.201
H -2.869 -24.720 -9.901
C 4.933 -26.961 -6.053
C 5.005 -26.404 -7.471
C 3.619 -26.386 -8.109
O 5.579 -25.138 -7.492
H 4.277 -26.419 -5.371
H 5.887 -26.941 -5.525
H 4.496 -27.960 -6.060
H 5.709 -26.975 -8.075
H 3.727 -26.190 -9.176
H 2.907 -25.783 -7.546
H 3.052 -27.316 -8.066
H 4.886 -24.582 -7.127
C 5.435 -21.982 -6.601
C 3.975 -22.279 -6.744
C 3.580 -22.354 -8.213
O 3.803 -23.552 -6.114
H 6.079 -22.587 -7.239
H 5.832 -22.064 -5.590
H 5.678 -20.921 -6.656
H 3.281 -21.564 -6.303
H 3.719 -21.424 -8.763
H 2.531 -22.634 -8.314
H 4.157 -23.134 -8.709
H 2.917 -23.560 -5.746
O 0.173 -24.715 -7.563
H 0.512 -24.278 -6.782
H -0.658 -24.276 -7.743
O 0.094 -27.509 -7.929
H 0.570 -27.745 -8.725
H 0.032 -26.554 -7.961
O 1.303 -24.779 -10.172
H 0.455 -24.524 -10.534
H 1.192 -24.703 -9.224
O -1.402 -23.823 -10.166
H -1.292 -23.392 -9.318
H -1.220 -23.137 -10.808
O -1.875 -22.567 -7.733
H -1.758 -21.806 -7.164
H -2.800 -22.794 -7.644
```

Calculated values
multiplicity = 1
M = 330.5 g/mol
frontier orbital gap = 0.3206 hartree


Of them, entry B has the highest stability.


Entry A
Below is a gas-phase ion, C7H9N2O2 (charge -1), with properties calculated with ωB97M-V with the def2-TZVPD basis set.

```
20
Properties=species:S:1:pos:R:3
C -1.823 -1.005 0.913
C -1.356 -0.275 -0.424
C -2.147 1.016 -0.608
C 0.115 0.071 -0.156
N 0.639 1.257 -0.041
C 1.935 1.467 -0.044
C 2.943 0.521 0.079
O 4.152 0.702 0.205
N 2.458 -0.814 0.132
C 1.170 -1.162 -0.143
O 0.869 -2.346 -0.412
H -1.678 -0.247 1.630
H -1.419 -1.997 1.156
H -2.870 -1.055 0.812
H -1.329 -0.927 -1.196
H -2.388 1.471 0.366
H -2.938 0.747 -1.233
H -1.587 1.703 -1.201
H 2.142 2.475 -0.119
H 3.110 -1.601 0.283
```

Calculated values
multiplicity = 1
M = 153.2 g/mol
frontier orbital gap = 0.2439 hartree
charge = -1


Entry B
Below is 2 unconnected molecules or ions with the total composition C7H9N2O2, with properties calculated with ωB97M-V with the def2-TZVPD basis set.

```
20
Properties=species:S:1:pos:R:3
C -0.171 -1.625 1.629
C -1.407 -1.518 0.964
C 0.868 -0.926 1.064
C -1.427 -0.702 -0.176
C 0.810 -0.184 -0.064
C -2.748 -0.381 -0.787
C 2.229 2.155 -0.761
N -0.385 -0.038 -0.731
N 2.647 0.761 -0.436
O -0.446 0.727 -1.706
O 3.333 0.739 0.615
H -0.040 -2.302 2.528
H -2.432 -1.821 1.290
H 1.887 -1.101 1.643
H -3.559 -0.247 -0.046
H -2.573 0.351 -1.490
H -3.108 -1.319 -1.351
H 2.969 2.766 -0.147
H 2.264 2.400 -1.823
H 1.289 2.268 -0.216
```

Calculated values
multiplicity = 1
M = 153.2 g/mol
frontier orbital gap = 0.2216 hartree
charge = -1


Of them, entry A has the highest stability.